Entry 1:
Entry from the OMol25 dataset: the ion C10H14BrN2O with charge +1 at a distorted geometry (the ωB97M-V functional and the def2-TZVPD basis).

The calculation puts the LUMO energy at -3.12 eV. As for the SMILES: CN1C[NH2+][C@](C)(c2cccc(Br)c2)O1. Its energy is -3147.8412 hartree. The energy relative to the best compared isomer or geometry (same formula, charge and spin) is 29.7 kcal per mole. As for the maximum force: 4.15 eV Å⁻¹. The frontier orbital gap is 9.238 eV.

Structure (ORCA input):
```
! RIJCOSX wB97M-V def2-TZVPD def2/J DEFGRID3
* xyz 1 1
C 2.913 -0.275 0.002
C 1.728 0.487 -0.075
C 3.036 -1.494 -0.540
C 0.699 -1.398 -1.129
C 0.584 -0.054 -0.628
C 1.855 -2.096 -1.046
C -2.519 0.404 1.170
C -0.771 0.662 -0.644
C -1.004 1.433 -1.958
C -0.380 0.734 2.535
N -1.440 1.184 1.589
N -1.832 -0.277 -0.169
O -0.856 1.708 0.472
Br 2.010 -3.881 -1.618
H 3.861 0.143 0.420
H 1.647 1.396 0.343
H 4.024 -1.835 -0.495
H -0.102 -2.049 -1.630
H -2.655 -0.371 1.941
H -3.189 1.016 0.662
H -1.378 2.397 -1.692
H -1.753 0.834 -2.457
H -0.150 1.487 -2.501
H 0.001 -0.336 2.219
H 0.484 1.433 2.635
H -0.818 0.452 3.509
H -1.512 -1.180 -0.043
H -2.483 -0.524 -0.874
*
```

Calculated atomic charges, method natural (NBO), unit e: C -0.1742; C -0.1841; C -0.2136; C -0.3086; C -0.0845; C -0.0581; C -0.0257; C 0.3990; C -0.6174; C -0.4508; N -0.1243; N -0.5814; O -0.3638; Br 0.1172; H 0.2369; H 0.2221; H 0.2463; H 0.2318; H 0.2574; H 0.2310; H 0.2577; H 0.2134; H 0.2461; H 0.1799; H 0.2581; H 0.2313; H 0.4306; H 0.4274

***

Entry 2:
Entry from the OMol25 dataset: a cluster of 2 separate species, C6H14NO9S2 in total at a distorted geometry (the ωB97M-V functional and the def2-TZVPD basis).

The calculation puts the LUMO energy at 0.71 eV. Its energy is -1765.1809 hartree. As for the maximum force: 1.36 eV Å⁻¹. The frontier orbital gap is 2.186 eV.

Structure (ORCA input):
```
! RIJCOSX wB97M-V def2-TZVPD def2/J DEFGRID3
* xyz -1 1
O 3.549 -0.713 3.051
C 3.940 -0.588 1.933
O 4.149 0.628 1.362
C 3.610 0.748 0.055
C 2.156 1.231 0.145
N 1.291 0.612 -0.889
C 0.907 -0.830 -0.674
C 0.188 -1.097 0.658
C -0.785 0.009 1.116
S -1.788 0.622 -0.241
O -1.766 -0.324 -1.294
O -1.231 1.944 -0.545
O -3.202 0.771 0.351
H 4.201 -1.433 1.282
H 3.668 -0.200 -0.487
H 4.208 1.493 -0.463
H 2.133 2.305 -0.029
H 1.771 1.073 1.145
H 0.426 1.193 -1.049
H 1.811 0.649 -1.764
H 0.273 -1.105 -1.506
H 1.816 -1.428 -0.749
H 0.904 -1.282 1.460
H -0.348 -2.034 0.514
H -1.454 -0.386 1.877
H -0.297 0.875 1.557
H -3.167 1.516 0.975
O -4.658 -1.854 -0.728
S -5.407 -0.854 -1.565
O -4.404 -0.059 -2.350
O -6.154 0.070 -0.660
O -6.339 -1.549 -2.486
*
```

Calculated atomic charges, method natural (NBO), unit e: O -0.5043; C 0.6359; O -0.5097; C -0.0944; C -0.2620; N -0.5350; C -0.2349; C -0.4356; C -0.7102; S 2.3872; O -0.8595; O -1.0086; O -0.7592; H 0.1090; H 0.1794; H 0.2140; H 0.2356; H 0.2459; H 0.4946; H 0.4208; H 0.2874; H 0.1976; H 0.2149; H 0.2775; H 0.2793; H 0.2202; H 0.4987; O -1.1533; S 2.5564; O -1.1509; O -1.1327; O -1.1039

***

Entry 3:
Entry from the OMol25 dataset: an isolated molecule of CH3BrOS at a distorted geometry (the ωB97M-V functional and the def2-TZVPD basis).

The calculation puts the LUMO energy at 0.09 eV. As for the SMILES: COSBr. Its energy is -3087.2917 hartree. The energy relative to the best compared isomer or geometry (same formula, charge and spin) is 13.4 kcal per mole. As for the maximum force: 3.49 eV Å⁻¹. The frontier orbital gap is 8.877 eV.

Structure (ORCA input):
```
! RIJCOSX wB97M-V def2-TZVPD def2/J DEFGRID3
* xyz 0 1
C 0.964 -0.048 0.021
O -0.312 -0.578 0.442
S -1.572 -0.688 -0.574
Br -2.937 0.850 0.084
H 0.951 0.879 -0.433
H 1.564 -0.675 -0.557
H 1.342 0.259 1.018
*
```

Calculated atomic charges, method natural (NBO), unit e: C -0.2536; O -0.6802; S 0.4676; Br -0.1074; H 0.1843; H 0.1869; H 0.2025

***

Entry 4:
Entry from the OMol25 dataset: a cluster of 11 separate species, CH24O11 in total at a distorted geometry (the ωB97M-V functional and the def2-TZVPD basis).

The calculation puts the LUMO energy at -0.09 eV. Its energy is -879.9873 hartree. The energy relative to the best compared isomer or geometry (same formula, charge and spin) is 81.3 kcal per mole. As for the maximum force: 8.26 eV Å⁻¹. The frontier orbital gap is 8.623 eV.

Structure (ORCA input):
```
! RIJCOSX wB97M-V def2-TZVPD def2/J DEFGRID3
* xyz 0 1
O -0.875 0.456 -0.750
H -1.640 0.040 -0.346
H -1.044 1.406 -0.499
H 0.063 0.184 -0.302
C 1.448 1.245 1.522
O 1.187 0.031 0.888
H 0.522 1.847 1.974
H 1.908 1.841 0.818
H 2.193 1.060 2.278
O -1.044 3.159 0.012
H -0.540 3.849 -0.165
H -1.977 3.409 -0.376
O 0.797 -2.141 -2.375
H 1.412 -2.795 -2.642
H 1.253 -1.451 -1.937
O 3.567 -0.197 -0.833
H 2.728 0.074 -0.355
H 4.098 -0.725 -0.165
O 0.966 2.017 -2.062
H 0.412 2.588 -2.520
H 1.120 1.282 -2.762
O -2.403 -0.629 1.238
H -3.099 -0.156 1.727
H -1.606 -0.451 1.891
O -1.969 -2.558 -1.400
H -2.382 -3.485 -1.661
H -0.931 -2.733 -1.452
O -3.579 -0.141 -1.523
H -4.473 -0.599 -1.583
H -3.126 -0.928 -1.665
O 2.398 -1.637 1.695
H 2.599 -1.598 2.596
H 2.202 -0.787 1.456
O -0.266 -0.791 3.049
H -0.340 -0.341 3.809
H 0.413 -0.361 2.414
*
```

Calculated atomic charges, method natural (NBO), unit e: O -0.8449; H 0.5583; H 0.5457; H 0.5612; C -0.2769; O -0.9521; H 0.1367; H 0.1709; H 0.1521; O -0.9307; H 0.4744; H 0.4861; O -0.9588; H 0.4816; H 0.4890; O -0.9947; H 0.4922; H 0.4841; O -0.9376; H 0.4595; H 0.4808; O -0.9893; H 0.4673; H 0.5082; O -1.0025; H 0.4766; H 0.5206; O -0.9556; H 0.4649; H 0.4880; O -0.9642; H 0.4427; H 0.4633; O -0.9727; H 0.4575; H 0.5179

***

Entry 5:
Entry from the OMol25 dataset: a cluster of 3 separate species, C3H12O3 in total at a distorted geometry (the ωB97M-V functional and the def2-TZVPD basis).

The calculation puts the LUMO energy at 0.68 eV. As for the SMILES: CC(C)O.O.O. Its energy is -347.1939 hartree. The energy relative to the best compared isomer or geometry (same formula, charge and spin) is 9.2 kcal per mole. As for the maximum force: 1.33 eV Å⁻¹. The frontier orbital gap is 11.193 eV.

Structure (ORCA input):
```
! RIJCOSX wB97M-V def2-TZVPD def2/J DEFGRID3
* xyz 0 1
C -0.009 0.703 -0.923
C 0.541 0.125 0.395
C -0.474 -0.847 1.008
O 1.778 -0.573 0.153
H -0.801 1.420 -0.724
H 0.782 1.203 -1.482
H -0.376 -0.168 -1.459
H 0.807 0.853 1.154
H -0.925 -0.335 1.863
H -1.257 -1.216 0.354
H 0.081 -1.668 1.459
H 1.973 -0.554 -0.790
H -5.491 -0.911 0.138
H -4.395 -1.461 -0.828
O -4.886 -0.669 -0.560
H 4.373 1.775 0.772
H 3.736 0.958 -0.441
O 4.542 1.365 -0.089
*
```

Calculated atomic charges, method natural (NBO), unit e: C -0.6361; C 0.0987; C -0.6375; O -0.7358; H 0.2277; H 0.2045; H 0.2072; H 0.1663; H 0.2107; H 0.2038; H 0.2296; H 0.4620; H 0.4721; H 0.4717; O -0.9435; H 0.4752; H 0.4765; O -0.9530

***

Entry 6:
Entry from the OMol25 dataset: an isolated molecule of C5H6O3 at a distorted geometry (the ωB97M-V functional and the def2-TZVPD basis).

The calculation puts the LUMO energy at 0.91 eV. As for the SMILES: C1=COC2(COC2)O1. Its energy is -419.7101 hartree. The energy relative to the best compared isomer or geometry (same formula, charge and spin) is 81.2 kcal per mole. As for the maximum force: 5.63 eV Å⁻¹. The frontier orbital gap is 9.690 eV.

Structure (ORCA input):
```
! RIJCOSX wB97M-V def2-TZVPD def2/J DEFGRID3
* xyz 0 1
C -0.526 0.363 1.340
C 0.073 1.794 -0.062
C -0.030 0.196 -0.092
C -0.288 -1.711 -1.080
C 0.880 -1.835 -0.567
H -0.027 -0.209 2.123
H -1.503 -0.025 1.316
H 1.124 2.156 -0.064
H -0.567 2.354 -0.812
H -0.997 -2.406 -1.665
H 1.709 -2.520 -0.706
O -0.388 1.816 1.271
O -0.836 -0.359 -0.954
O 1.175 -0.482 0.004
*
```

Calculated atomic charges, method natural (NBO), unit e: C -0.1193; C -0.0845; C 0.4718; C 0.0262; C 0.0116; H 0.1869; H 0.1678; H 0.1851; H 0.1836; H 0.2327; H 0.2394; O -0.5271; O -0.4746; O -0.4994

***

What is the formula in the sixth record?
C5H6O3

***

Which formula does entry 1 have?
C10H14BrN2O

***

maximum force of number 3 (CH3BrOS)?
3.49 eV Å⁻¹